{"formula": "C39H54O19", "method": "the ωB97M-V functional and the def2-TZVPD basis", "homo_lumo_gap_ev": 6.480, "e_homo_ev": -8.908, "smiles": "O=C1C=C(O)C(=O)C=C1O.O=C1C=C(O)C(=O)C=C1O.O=C1C=C(O)C(=O)C=C1O.CC(C)=O.CC(C)=O.CC(C)=O.CC(C)=O.CC(C)=O.CC(C)=O.CC(C)=O", "relative_energy_kcal_mol": 0.0, "species": ["C", "C", "C", "O", "C", "C", "C", "O", "O", "O", "H", "H", "H", "H", "C", "C", "C", "O", "C", "C", "C", "O", "O", "O", "H", "H", "H", "H", "C", "C", "C", "O", "C", "C", "C", "O", "O", "O", "H", "H", "H", "H", "C", "C", "O", "C", "H", "H", "H", "H", "H", "H", "C", "C", "O", "C", "H", "H", "H", "H", "H", "H", "C", "C", "O", "C", "H", "H", "H", "H", "H", "H", "C", "C", "O", "C", "H", "H", "H", "H", "H", "H", "C", "C", "O", "C", "H", "H", "H", "H", "H", "H", "C", "C", "O", "C", "H", "H", "H", "H", "H", "H", "C", "C", "O", "C", "H", "H", "H", "H", "H", "H"], "coordinates": [[-0.3929, -4.9000, -0.8455], [-1.5909, -5.5060, -1.4905], [-1.4339, -6.6270, -2.2565], [-2.4429, -7.2490, -2.7695], [-0.1259, -7.1900, -2.5205], [1.1131, -6.4600, -2.0375], [0.9581, -5.3140, -1.0675], [1.9271, -4.8400, -0.6735], [2.2811, -6.8510, -2.5555], [-2.8439, -5.0620, -1.3945], [-0.6559, -3.9560, -0.2185], [-0.0859, -8.0920, -3.0405], [2.1371, -7.4710, -3.2315], [-3.4599, -5.6400, -1.8685], [0.7641, 2.7680, 2.5435], [0.7471, 4.3030, 2.3595], [-0.4439, 5.0750, 2.7285], [-0.5599, 6.2410, 2.4675], [-1.4809, 4.3580, 3.4935], [-1.3819, 2.8850, 3.7805], [-0.4269, 2.1040, 3.0995], [-0.5629, 0.9270, 3.1905], [-2.4149, 2.2900, 4.3065], [1.7501, 4.9130, 1.7365], [1.4531, 2.0700, 2.1155], [-2.3559, 4.8250, 4.0595], [-2.9169, 3.0230, 4.5795], [1.4251, 5.8590, 1.5655], [5.1021, 4.4430, -0.4865], [4.2451, 3.9350, -1.6065], [3.5921, 2.6120, -1.4025], [3.0281, 2.0060, -2.2715], [3.5821, 1.9780, -0.1175], [4.4211, 2.6590, 1.0115], [5.1311, 3.9120, 0.8245], [5.7371, 4.5110, 1.7195], [4.8151, 1.9830, 2.1615], [4.0701, 4.5720, -2.7635], [5.6151, 5.4900, -0.7045], [3.4341, 0.9100, 0.0135], [4.3671, 1.0580, 2.2215], [3.6631, 3.8720, -3.2605], [-3.8269, 1.3620, 1.1135], [-3.8879, 2.8010, 0.6855], [-3.0149, 3.3220, 0.1015], [-5.1519, 3.4280, 1.0845], [-3.1829, 0.8650, 0.3805], [-4.6819, 0.8440, 1.3005], [-3.3539, 1.4890, 2.0695], [-6.0359, 2.7610, 0.9285], [-5.4179, 4.3340, 0.2635], [-5.4509, 3.7390, 2.0695], [-2.6469, -1.8590, 3.1855], [-1.8539, -2.6690, 4.1845], [-2.2699, -2.5950, 5.3605], [-0.7269, -3.4980, 3.7625], [-2.7429, -2.4000, 2.2175], [-2.1219, -0.9890, 2.9555], [-3.6659, -1.8450, 3.5525], [-0.6289, -4.0800, 4.4015], [0.0311, -2.9640, 4.0215], [-0.8439, -3.9690, 2.8605], [-0.1609, 5.0390, -1.3015], [-0.4329, 4.8320, -2.7905], [0.1121, 5.5860, -3.6825], [-1.3409, 3.6420, -3.0315], [-1.0079, 4.7690, -0.8475], [0.5181, 6.0170, -1.2465], [0.5371, 4.3210, -0.8655], [-1.2879, 3.1550, -4.1375], [-2.2889, 4.1530, -3.0115], [-1.1929, 2.7170, -2.4495], [2.9571, -2.4390, 3.2905], [2.7191, -0.9520, 3.3305], [3.1651, -0.1640, 2.4925], [1.9851, -0.4440, 4.5105], [3.8281, -2.4860, 2.6755], [2.1651, -2.7670, 2.7955], [3.0301, -3.0890, 4.1995], [2.6381, -0.6540, 5.3725], [1.9441, 0.5540, 4.5545], [1.0601, -0.8330, 4.7075], [0.2671, 0.7740, -0.8545], [0.2851, -0.6490, -0.2935], [-0.6229, -1.0070, 0.3695], [1.5321, -1.4820, -0.6075], [1.0911, 1.4700, -0.5885], [-0.5899, 1.2810, -0.7445], [0.1801, 0.8670, -1.9285], [1.3331, -2.3590, -1.1685], [1.7881, -1.9470, 0.3095], [2.3231, -0.9490, -1.0425], [-2.4719, -1.8170, -2.3275], [-3.7569, -1.3860, -2.7805], [-4.4529, -2.1210, -3.6205], [-4.3769, -0.0930, -2.3855], [-1.8799, -0.8780, -2.4005], [-1.9719, -2.6270, -2.6035], [-2.7289, -1.9790, -1.2705], [-5.3639, -0.1630, -2.8215], [-3.6409, 0.6560, -2.9575], [-4.2919, -0.0520, -1.4605], [1.7441, -3.6880, -4.5135], [1.4001, -2.3370, -4.2965], [0.3091, -1.8280, -4.5105], [2.5431, -1.3520, -3.6985], [2.2671, -4.2170, -3.5775], [2.3581, -3.8490, -5.3725], [0.9931, -4.1960, -4.9345], [3.1381, -0.7100, -4.4155], [3.0641, -2.1670, -2.9985], [2.2751, -0.6490, -2.9695]], "forces_ev_per_angstrom": [[-6.53, 1.03, -0.29], [2.65, 5.09, 3.99], [-1.05, -6.93, -4.46], [2.30, 2.35, 1.75], [4.06, 4.57, 3.10], [-5.56, -4.52, -3.50], [-3.68, -3.09, -3.25], [5.11, 3.16, 2.85], [0.51, 2.33, 2.63], [1.17, 0.98, 1.01], [0.92, -1.77, -1.05], [0.23, -1.19, -0.99], [-0.41, -1.42, -1.41], [0.25, -0.48, -0.38], [-1.42, 5.77, -0.79], [1.53, -7.35, -0.46], [-1.90, -1.00, 2.04], [0.60, 1.25, -0.82], [-0.29, -4.88, 2.27], [-2.01, 8.29, -2.24], [3.07, 1.23, 0.07], [0.11, -3.20, -0.59], [0.72, -1.81, 0.48], [-1.30, 1.48, 0.07], [0.81, 0.27, -0.23], [1.44, 0.05, -1.31], [-1.93, 1.14, 1.03], [0.62, -1.31, 0.37], [-2.18, 1.98, -6.54], [3.66, 2.18, 4.88], [-0.38, -0.60, 2.07], [-0.63, -0.10, -3.06], [4.58, 3.20, 5.68], [-2.28, -6.37, -1.32], [1.07, 2.12, 0.97], [-0.81, -1.17, -0.61], [-1.81, 0.02, -2.26], [0.64, -0.41, 1.52], [-1.09, -2.47, 0.72], [-0.41, 0.31, -0.17], [0.51, 1.94, -0.29], [-0.94, -0.52, -1.53], [3.17, 1.26, -1.12], [-2.54, -2.33, 1.82], [2.34, 1.61, -1.61], [-3.91, 3.00, -3.36], [0.13, -0.29, 0.59], [-2.71, -1.13, 0.15], [0.78, -0.56, 0.63], [0.93, -0.11, -0.36], [0.91, -2.04, 2.52], [1.06, 0.53, 0.73], [-0.55, -3.03, -0.93], [-3.50, 1.29, 2.07], [1.69, -0.60, -2.02], [-5.25, 6.36, -7.45], [0.40, 0.15, 0.38], [0.40, 1.95, -0.15], [0.02, 0.97, 0.27], [0.98, -10.44, 10.31], [5.51, 3.86, -0.06], [0.29, -0.46, -2.49], [5.24, 2.33, -2.94], [3.72, 1.43, -2.30], [-2.70, -3.22, 3.50], [0.71, -1.12, -3.97], [-3.59, 0.39, 2.58], [-2.45, -1.49, 0.52], [0.26, -0.64, -0.68], [0.15, 1.74, 2.19], [-1.00, -0.61, 0.51], [-0.34, 1.12, 0.66], [3.08, 1.50, 1.77], [0.24, 0.98, 0.76], [-0.33, -1.45, 0.46], [2.76, -1.70, 0.66], [0.64, -0.83, -0.47], [-3.52, -1.89, -2.61], [0.05, 1.30, -0.40], [-0.16, -0.52, -0.05], [-0.43, 3.94, -0.48], [-2.35, -1.36, 0.29], [2.72, -0.46, -1.04], [2.13, 2.09, -2.09], [-1.69, -1.53, 1.43], [-1.75, 0.06, 1.13], [-0.23, -0.87, 0.08], [-3.58, 1.57, 2.07], [1.10, -1.01, -0.96], [-0.62, -0.61, -1.11], [0.75, -0.14, 1.22], [0.96, 0.80, -0.32], [-0.70, 4.65, 3.22], [-4.89, -4.38, -6.14], [2.81, 2.73, 3.45], [1.95, -0.11, -9.52], [0.36, -0.79, 0.43], [1.54, -3.38, -2.15], [0.70, 0.23, 0.41], [-0.16, 0.64, 0.22], [-1.93, -0.95, 1.43], [0.37, 1.33, 8.59], [3.64, -2.30, 2.35], [-0.28, 6.23, 0.96], [0.56, -1.18, 0.00], [0.99, -3.63, 0.15], [-1.25, 1.13, -2.14], [1.70, 0.64, -0.34], [-3.80, -2.19, -0.40], [-0.27, -1.61, 0.43], [0.29, 2.01, -1.84], [-1.54, 1.01, 0.62]], "mulliken_charge": [-0.4761, -0.3052, 1.3735, -0.6994, -0.9045, 0.8456, 0.2133, -0.5051, -0.4432, -0.5191, 0.3335, 0.4375, 0.3208, 0.3778, -0.2383, -0.1304, 0.5306, -0.6295, -0.6153, 0.3537, 0.4802, -0.5645, -0.3249, -0.4374, 0.5359, 0.2148, 0.2975, 0.4110, -0.7462, -0.0645, 0.7804, -0.6341, 0.3811, 0.1494, 0.4554, -0.5967, -0.4942, -0.5598, 0.2592, 0.3485, 0.5266, 0.3615, -0.5509, 0.8136, -0.4650, -1.4059, -0.2769, 0.7620, 0.0822, 0.3926, 0.2346, 0.3562, -0.2998, 0.9753, -0.6496, -1.9211, 0.1871, -0.2255, 0.4219, 1.1691, -0.0258, 0.4533, -0.5026, 0.4199, -0.6442, -0.5476, 0.4327, 0.2952, 0.0220, 0.2976, 0.3602, -0.0348, -1.3101, 1.1760, -0.6711, -1.6424, 0.4225, 0.2292, 0.3728, 0.4555, 0.4611, 0.3960, -0.8348, 1.1829, -0.4791, -0.1925, -0.6747, 0.4557, 0.6762, -0.3972, -0.1572, 0.2033, -0.2209, 0.3274, -0.6939, -0.6212, -0.1136, 0.7150, -0.0016, 0.3309, 0.1450, 0.1101, -1.3640, 0.9373, -0.5699, -0.1456, 0.1326, 0.4507, 0.5374, 0.3595, 0.2060, -0.4180]}

{"formula": "C35H59MoN11O4SSe", "method": "the ωB97M-V functional and the def2-TZVPD basis", "charge": 4, "homo_lumo_gap_ev": [6.123, 6.514], "e_homo_ev": [-17.452, -17.589], "spin_multiplicity": 3, "s_squared": 2.0204, "relative_energy_kcal_mol": 0.0, "species": ["Mo", "N", "C", "C", "O", "O", "H", "H", "H", "H", "H", "N", "C", "C", "C", "N", "C", "C", "H", "H", "H", "H", "H", "H", "O", "C", "N", "C", "O", "C", "C", "C", "C", "N", "C", "H", "H", "H", "H", "H", "H", "H", "H", "C", "C", "C", "C", "N", "C", "S", "N", "C", "C", "C", "C", "H", "H", "H", "H", "H", "H", "H", "H", "H", "H", "H", "H", "H", "H", "H", "H", "H", "H", "H", "H", "C", "C", "C", "C", "N", "N", "H", "H", "H", "H", "H", "H", "H", "H", "H", "H", "H", "H", "C", "N", "C", "Se", "N", "C", "C", "C", "C", "C", "C", "H", "H", "H", "H", "H", "H", "H", "H"], "coordinates": [[0.3768, -0.3857, -0.1664], [-0.5848, -2.3287, 4.2442], [-0.7485, -0.9897, 3.6662], [-0.2676, -0.8596, 2.2524], [0.7904, -1.3890, 1.8123], [-0.8610, -0.0624, 1.4370], [-0.7010, -2.2297, 5.2500], [0.3789, -2.6316, 4.1305], [-2.1278, -3.9084, 4.1428], [-0.1618, -0.2284, 4.2024], [-1.7894, -0.6756, 3.7132], [6.4107, -0.3527, -1.7078], [5.1289, -0.4118, -1.3729], [4.7108, -0.4342, -0.0177], [3.3837, -0.4813, 0.2801], [2.4076, -0.5182, -0.6628], [2.7999, -0.5035, -1.9677], [4.1040, -0.4542, -2.3522], [7.1376, -0.3133, -1.0110], [6.7030, -0.3226, -2.6719], [5.4364, -0.4049, 0.7837], [3.0559, -0.4873, 1.3121], [2.0124, -0.5387, -2.7098], [4.3457, -0.4406, -3.4064], [0.4527, 6.7910, -3.5515], [1.8305, 6.5865, -3.3016], [1.9268, 5.8220, -2.0772], [1.7920, 4.4849, -2.0828], [1.7471, 3.7957, -3.0880], [1.6737, 3.7968, -0.7348], [1.8258, 4.3500, 0.5286], [1.5395, 3.5656, 1.6410], [1.0911, 2.2740, 1.4599], [0.9820, 1.7177, 0.2380], [1.3061, 2.4675, -0.8187], [0.3527, 7.4567, -4.2434], [2.3575, 7.5293, -3.1566], [2.3040, 6.0122, -4.0968], [1.8159, 6.3294, -1.2146], [2.1565, 5.3719, 0.6682], [1.6415, 3.9606, 2.6420], [0.8058, 1.6660, 2.3066], [1.2612, 2.0156, -1.7993], [-2.4225, 1.9894, -5.4884], [-2.4591, 3.5147, -5.4252], [-2.6886, 4.1086, -4.0342], [-1.4778, 4.1102, -3.1090], [-1.0499, 2.7455, -2.7051], [-1.5670, 1.8998, -1.8477], [-0.9684, 0.2135, -1.9925], [-2.5132, 2.1225, -0.9554], [-3.1585, 3.3946, -0.5698], [-2.2799, 4.2253, 0.3554], [-2.9138, 5.5734, 0.7032], [-3.0069, 6.5280, -0.4836], [-2.4237, 1.6519, -6.5236], [-3.3007, 1.5556, -5.0034], [-1.5307, 1.5593, -5.0233], [-3.2689, 3.8630, -6.0670], [-1.5432, 3.9331, -5.8525], [-3.5305, 3.5994, -3.5514], [-2.9832, 5.1561, -4.1352], [-1.6502, 4.7048, -2.2164], [-0.6077, 4.5440, -3.6003], [-0.3244, 2.3598, -3.2937], [-2.8014, 1.3072, -0.4362], [-4.0835, 3.1175, -0.0657], [-3.4438, 3.9349, -1.4670], [-1.3075, 4.3924, -0.1233], [-2.0937, 3.6474, 1.2659], [-2.3204, 6.0365, 1.4939], [-3.9052, 5.4079, 1.1327], [-2.0234, 6.7076, -0.9277], [-3.4020, 7.4923, -0.1691], [-3.6730, 6.1584, -1.2661], [-3.6324, -4.3744, 6.3200], [-3.3616, -5.3229, 5.1640], [-2.1420, -6.1958, 5.4245], [-4.5809, -6.1500, 4.7935], [-2.9715, -4.4730, 3.9359], [-3.9303, -3.5601, 3.3802], [-3.8432, -4.9637, 7.2115], [-4.5076, -3.7443, 6.1546], [-2.7655, -3.7487, 6.5448], [-2.3266, -6.8173, 6.2992], [-1.2513, -5.5980, 5.6322], [-1.9390, -6.8679, 4.5875], [-4.8008, -6.8341, 5.6120], [-4.4046, -6.7602, 3.9042], [-5.4716, -5.5386, 4.6460], [-2.7046, -5.1142, 3.1867], [-4.3006, -3.0133, 4.1533], [-4.7037, -4.1119, 3.0171], [1.7132, -4.7297, -3.0878], [2.1065, -4.4313, -1.7114], [1.4954, -3.6263, -0.8434], [-0.1006, -2.6677, -1.1897], [2.1595, -3.6554, 0.3199], [3.2564, -4.5082, 0.2104], [4.2438, -4.8862, 1.1133], [5.1822, -5.7856, 0.6486], [5.1413, -6.2911, -0.6627], [4.1602, -5.9146, -1.5568], [3.2172, -5.0064, -1.0863], [0.8450, -4.1362, -3.3559], [1.4704, -5.7872, -3.1709], [2.5396, -4.4921, -3.7546], [1.8615, -3.1441, 1.1372], [4.2746, -4.5111, 2.1273], [5.9677, -6.1201, 1.3122], [5.8959, -7.0001, -0.9738], [4.1277, -6.3143, -2.5609]], "forces_ev_per_angstrom": [[-0.09, 0.02, -0.26], [0.04, 0.10, -0.04], [0.02, -0.01, 0.03], [0.11, 0.09, 0.09], [0.04, 0.00, -0.02], [-0.09, -0.12, 0.03], [-0.01, -0.04, 0.00], [-0.02, -0.04, -0.05], [-0.07, -0.04, -0.05], [-0.05, 0.05, 0.02], [-0.01, -0.04, -0.08], [0.01, 0.00, 0.00], [-0.02, 0.00, 0.01], [0.01, -0.01, -0.01], [0.00, 0.03, 0.00], [0.08, -0.02, 0.03], [-0.01, -0.03, 0.01], [0.01, -0.01, 0.00], [0.00, 0.00, 0.00], [0.00, 0.00, 0.00], [0.00, 0.00, 0.00], [0.00, 0.00, 0.00], [0.00, 0.01, 0.00], [0.00, 0.00, 0.00], [0.05, -0.02, -0.03], [-0.03, 0.03, -0.01], [-0.07, -0.07, -0.01], [0.28, 0.08, 0.15], [-0.09, -0.02, -0.07], [-0.06, 0.02, -0.04], [-0.07, 0.00, -0.03], [-0.01, 0.00, 0.02], [-0.01, 0.07, -0.04], [0.07, -0.01, 0.17], [0.01, -0.05, -0.03], [-0.01, 0.01, 0.02], [0.00, 0.00, 0.00], [0.01, 0.00, 0.01], [0.02, 0.01, -0.01], [0.00, -0.01, 0.03], [0.00, 0.00, 0.00], [0.01, -0.01, 0.00], [0.08, -0.01, 0.08], [0.01, 0.00, 0.01], [0.01, 0.01, -0.01], [-0.01, 0.02, 0.00], [0.01, -0.03, 0.00], [-0.12, -0.01, 0.00], [-0.02, 0.07, -0.02], [-0.01, -0.05, 0.09], [0.05, -0.04, -0.01], [-0.01, 0.00, -0.01], [-0.01, 0.00, 0.03], [0.02, 0.00, 0.00], [-0.01, -0.01, 0.01], [0.00, 0.00, 0.00], [0.00, 0.00, 0.00], [0.01, 0.01, -0.01], [-0.01, -0.01, 0.00], [0.00, 0.01, 0.01], [0.00, 0.00, -0.03], [0.01, 0.00, 0.00], [-0.03, 0.00, 0.03], [-0.07, -0.03, -0.05], [0.01, 0.06, -0.05], [0.01, 0.00, 0.00], [0.00, -0.01, -0.01], [0.01, 0.01, 0.00], [0.05, -0.01, 0.00], [0.01, 0.01, 0.01], [-0.01, -0.01, -0.01], [-0.01, 0.00, -0.01], [0.00, 0.00, 0.01], [0.00, 0.00, 0.00], [0.00, 0.00, 0.00], [-0.01, -0.01, 0.00], [0.03, 0.00, 0.02], [0.00, -0.01, 0.00], [0.00, 0.00, -0.01], [0.00, 0.04, 0.11], [-0.02, -0.04, 0.03], [0.00, 0.00, 0.00], [0.00, 0.00, 0.00], [0.00, 0.01, 0.00], [0.00, 0.00, 0.00], [0.00, 0.00, 0.00], [0.00, 0.00, 0.00], [0.00, 0.00, 0.00], [0.00, 0.00, 0.00], [0.00, 0.00, 0.00], [-0.01, 0.01, -0.01], [0.01, 0.02, -0.02], [0.01, 0.01, -0.02], [0.00, 0.00, 0.00], [0.01, 0.00, -0.01], [-0.03, -0.01, 0.01], [-0.04, 0.05, 0.01], [0.03, 0.01, -0.01], [-0.01, 0.00, 0.00], [0.00, -0.01, 0.00], [0.00, 0.00, 0.00], [0.00, 0.00, 0.01], [0.00, 0.00, 0.00], [0.00, 0.00, 0.00], [0.00, 0.00, 0.00], [0.00, 0.00, 0.00], [0.00, 0.00, 0.00], [-0.01, 0.00, 0.00], [0.00, 0.00, 0.00], [0.00, 0.00, 0.00], [0.00, 0.00, 0.00], [0.00, 0.00, 0.00]], "mulliken_spin": [1.9814, 0.0020, 0.0046, 0.0159, -0.0103, -0.0187, -0.0002, 0.0003, 0.0000, 0.0022, 0.0004, 0.0234, 0.0198, -0.0010, 0.0499, -0.0901, 0.0465, 0.0017, -0.0010, -0.0009, -0.0005, -0.0032, -0.0064, -0.0008, 0.0000, 0.0000, -0.0002, -0.0003, -0.0005, -0.0072, 0.0125, -0.0052, 0.0565, -0.0597, -0.0092, 0.0000, 0.0000, 0.0000, 0.0001, -0.0004, -0.0002, -0.0079, 0.0033, -0.0004, 0.0002, -0.0004, 0.0028, -0.0042, 0.0226, -0.0505, -0.0012, 0.0011, -0.0019, 0.0001, -0.0001, -0.0001, 0.0000, 0.0009, 0.0000, -0.0001, 0.0001, 0.0000, -0.0002, 0.0003, -0.0010, 0.0017, -0.0001, 0.0000, 0.0011, 0.0001, 0.0001, 0.0001, 0.0000, 0.0000, 0.0000, 0.0000, -0.0002, 0.0000, 0.0000, 0.0003, 0.0000, 0.0000, 0.0000, 0.0000, 0.0000, 0.0000, 0.0000, 0.0000, 0.0000, 0.0000, 0.0000, 0.0000, 0.0000, 0.0015, 0.0026, 0.0115, 0.0073, 0.0056, 0.0028, 0.0002, 0.0008, 0.0012, -0.0011, -0.0003, 0.0005, 0.0002, -0.0006, -0.0001, 0.0000, 0.0000, 0.0001, 0.0000]}